(1)
Below is C16H27NO as an isolated structure at a distorted geometry, with properties calculated with ωB97M-V/def2-TZVPD.

Output
Relative energy (zero: lowest compared OMol25 entry of this formula, charge and spin), kJ/mol: 1423.1
DFT total energy, eV: -20553.7036
Lowest unoccupied orbital energy, eV: 0.6

```
45
C16H27NO | OMol25 | ωB97M-V/def2-TZVPD
C -0.487 3.414 3.200
C 0.266 2.456 3.968
C 0.301 0.958 3.414
C 1.051 0.900 2.222
H 2.079 1.470 2.351
H 0.520 1.513 1.575
C 0.949 -0.568 1.944
C 2.564 -1.216 2.079
C 2.845 -1.368 3.608
H 3.634 -1.935 3.708
H 2.064 -2.107 4.144
H 3.021 -0.437 4.119
H 3.227 -0.506 1.577
H 2.466 -2.368 1.647
C 0.952 -0.558 0.247
N -0.503 -0.077 0.075
H -1.306 -0.481 0.405
C -0.788 0.077 -1.379
H -1.463 0.711 -1.679
C -1.158 -1.361 -2.060
C -1.266 -0.953 -3.587
C -2.530 -0.557 -3.886
C -2.669 -0.284 -5.375
C -1.796 -0.632 -6.192
C -0.269 -1.092 -5.964
C -0.370 -1.382 -4.607
H 0.434 -1.677 -4.188
H 0.330 -1.484 -6.633
H -1.946 -0.328 -7.247
H -3.701 0.288 -5.735
H -3.187 -0.193 -3.383
O -2.125 -1.739 -1.476
H -2.979 -1.317 -1.604
H -0.355 -1.868 -1.983
H 0.128 0.549 -1.923
H 1.723 -0.264 -0.272
H 1.061 -1.606 -0.140
H 0.139 -1.323 2.385
H -0.743 0.719 3.418
H 0.718 0.241 4.479
H -0.333 2.444 5.089
H 1.272 2.617 4.443
H -0.437 4.493 3.782
H -1.529 3.263 3.119
H 0.200 3.569 2.318
```

=====

(2)
Below is a 3-piece molecular cluster, C16H27O6S overall at a distorted geometry, with properties calculated with ωB97M-V/def2-TZVPD.

Output
Total charge: +1
DFT total energy, eV: -40141.1039
Lowest unoccupied orbital energy, eV: -3.9

```
50
C16H27O6S | OMol25 | ωB97M-V/def2-TZVPD
S -0.621 2.562 -1.983
C -0.388 0.869 -1.204
C 1.092 0.425 -1.502
C 1.457 -0.993 -0.962
C 2.613 -1.089 -0.049
C 2.974 -2.493 0.428
C 2.214 -3.663 -0.020
C 1.049 -3.521 -0.918
C 0.681 -2.177 -1.389
H -1.978 2.820 -1.843
H -0.326 2.511 -3.326
H -1.102 0.198 -1.746
H -0.613 0.988 -0.113
H 1.859 1.150 -1.125
H 1.201 0.396 -2.630
H 3.197 -0.184 0.262
H 3.826 -2.649 1.136
H 2.536 -4.677 0.335
H 0.465 -4.418 -1.227
H -0.189 -2.044 -2.081
C -7.293 -2.126 -2.187
C -5.865 -2.613 -2.337
O -5.208 -1.972 -3.443
C -4.812 -0.719 -3.233
O -4.945 -0.088 -2.212
O -4.252 -0.261 -4.365
C -3.874 1.108 -4.299
H -7.837 -2.246 -3.126
H -7.808 -2.681 -1.403
H -7.325 -1.065 -1.934
H -5.868 -3.681 -2.556
H -5.292 -2.473 -1.418
H -3.231 1.299 -3.436
H -4.763 1.739 -4.263
H -3.318 1.346 -5.205
C 3.132 4.097 4.836
C 4.479 3.570 5.291
O 4.465 2.141 5.415
C 4.529 1.461 4.269
O 4.602 1.934 3.161
O 4.473 0.153 4.557
C 4.437 -0.686 3.407
H 2.339 3.740 5.497
H 3.127 5.187 4.830
H 2.890 3.747 3.831
H 4.705 3.965 6.282
H 5.283 3.889 4.625
H 5.272 -0.479 2.736
H 3.487 -0.584 2.880
H 4.524 -1.715 3.755
```

=====

(3)
Below is C16H28B2Cl14F14HgNO4S2 as an isolated structure at a distorted geometry, with properties calculated with ωB97M-V/def2-TZVPD.

Output
Total charge: -1
DFT total energy, eV: -267297.9517
Lowest unoccupied orbital energy, eV: -0.3

```
82
C16H28B2Cl14F14HgNO4S2 | OMol25 | ωB97M-V/def2-TZVPD
Hg -0.297 -0.323 -2.745
B 0.100 1.557 -5.660
F 0.136 1.312 -4.191
F 0.116 2.951 -5.853
F 1.282 0.937 -6.160
F -1.025 0.925 -6.206
B -3.233 -0.031 -3.221
F -4.368 -0.781 -2.904
F -3.480 1.095 -3.970
F -2.497 0.285 -1.990
F -2.228 -0.859 -3.937
C 1.229 3.737 -1.688
F 2.278 3.546 -0.956
F 0.888 5.012 -1.574
F 1.460 3.454 -2.932
S -0.294 2.753 -1.126
O -0.667 3.262 0.154
O -1.201 2.920 -2.197
N 0.216 1.086 -1.133
S 0.939 0.709 0.253
O 1.600 -0.561 0.034
O 1.689 1.714 0.918
C -0.426 0.165 1.419
F 0.130 -0.079 2.571
F -1.339 1.070 1.597
F -1.013 -0.951 0.945
Cl 4.895 -2.571 -2.546
C 3.689 -3.896 -2.604
C 2.485 -3.361 -3.245
Cl 1.789 -2.093 -2.146
H 3.552 -4.174 -1.563
H 4.109 -4.761 -3.106
H 1.678 -4.092 -3.291
H 2.564 -2.927 -4.233
Cl -1.791 -2.067 4.715
C -2.487 -0.465 5.004
C -3.992 -0.488 4.832
Cl -4.641 1.170 4.717
H -2.043 0.180 4.252
H -2.270 -0.109 6.007
H -4.516 -0.988 5.640
H -4.264 -0.993 3.908
Cl 0.552 3.977 3.428
C 2.186 4.420 2.909
C 2.112 5.349 1.691
Cl 1.676 7.000 2.184
H 2.750 3.526 2.661
H 2.674 4.987 3.698
H 1.339 4.999 1.020
H 3.081 5.360 1.199
Cl 5.226 -0.926 1.041
C 4.802 0.151 -0.292
C 5.687 1.364 -0.238
Cl 5.396 2.407 -1.669
H 3.754 0.439 -0.264
H 4.952 -0.357 -1.243
H 6.749 1.175 -0.138
H 5.426 1.995 0.611
Cl -4.402 3.113 -1.061
C -4.262 2.478 0.599
C -4.293 0.983 0.624
Cl -5.901 0.323 0.155
H -5.135 2.834 1.145
H -3.366 2.919 1.024
H -4.093 0.622 1.634
H -3.637 0.468 -0.073
Cl -2.308 -5.618 1.633
C -2.437 -4.375 0.366
C -3.045 -3.105 0.916
Cl -4.668 -3.317 1.603
H -3.048 -4.796 -0.425
H -1.447 -4.122 -0.005
H -3.174 -2.370 0.121
H -2.362 -2.663 1.639
Cl 2.389 -5.858 0.926
C 1.066 -4.687 0.603
C 1.368 -3.300 1.118
Cl 1.753 -3.288 2.852
H 0.212 -5.101 1.131
H 0.956 -4.685 -0.476
H 0.489 -2.694 0.961
H 2.231 -2.896 0.606
```

=====

(4)
Below is C16H28B2F4N6O9Y as an isolated structure at a distorted geometry, with properties calculated with ωB97M-V/def2-TZVPD.

Output
Relative energy (zero: lowest compared OMol25 entry of this formula, charge and spin), kJ/mol: 314.5
Total charge: +3
DFT total energy, eV: -57653.0555
Lowest unoccupied orbital energy (spin up / spin down), eV: -10.3 / -13.7

```
66
C16H28B2F4N6O9Y | OMol25 | ωB97M-V/def2-TZVPD
Y 0.111 -0.399 -0.523
C 2.646 -3.473 2.512
C 1.924 -2.305 1.918
N 1.494 -2.296 0.541
O 1.860 -3.219 -0.094
B 1.396 -2.514 -2.742
F 0.191 -2.141 -2.200
F 1.555 -3.595 -3.432
O 2.417 -1.622 -2.431
N 2.150 -0.389 -1.988
C 3.045 0.498 -2.054
C 4.443 0.273 -2.430
C 2.537 1.803 -1.485
N 1.640 1.707 -0.548
O 1.210 3.003 -0.154
B 1.540 3.554 1.064
F 2.422 2.948 1.836
F 0.866 4.581 1.466
O 0.517 0.837 2.399
N 0.888 -0.170 1.813
C 1.631 -1.115 2.538
C 2.142 -0.613 3.817
C 3.108 3.073 -2.021
H 2.472 -3.595 3.565
H 3.733 -3.451 2.424
H 2.307 -4.355 1.972
H 4.559 -0.834 -2.519
H 5.061 0.759 -1.671
H 4.736 0.631 -3.421
H 2.636 0.338 3.637
H 2.807 -1.363 4.195
H 1.338 -0.375 4.541
H 3.606 2.905 -2.976
H 3.781 3.556 -1.227
H 2.338 3.950 -2.128
C -3.094 -3.628 1.521
N -3.482 -2.166 1.476
C -4.764 -1.799 2.196
C -2.657 -1.329 0.900
O -1.585 -1.709 0.269
C -2.985 0.126 0.814
O -1.904 0.797 0.142
C -2.314 1.904 -0.630
C -1.863 1.600 -2.055
O -0.867 0.802 -2.088
N -2.293 2.228 -3.082
C -3.293 3.256 -2.750
C -1.688 2.064 -4.413
H -3.979 -4.193 1.282
H -2.658 -3.871 2.493
H -2.334 -3.697 0.802
H -5.546 -1.365 1.609
H -4.457 -1.051 2.914
H -5.148 -2.705 2.621
H -3.183 0.699 1.765
H -3.837 0.306 0.181
H -1.761 2.868 -0.397
H -3.344 2.159 -0.493
H -4.273 2.807 -2.529
H -3.444 3.910 -3.630
H -3.003 3.914 -1.934
H -0.931 1.266 -4.318
H -1.249 3.066 -4.679
H -2.423 1.747 -5.125
O 1.571 -1.996 6.991
O 1.684 -2.605 5.954
```

=====

(5)
Below is C16H28F12K3N2O14S4 as an isolated structure at a distorted geometry, with properties calculated with ωB97M-V/def2-TZVPD.

Output
Total charge: +1
DFT total energy, eV: -173607.8682
Lowest unoccupied orbital energy, eV: -2.7

```
79
C16H28F12K3N2O14S4 | OMol25 | ωB97M-V/def2-TZVPD
K 1.295 -4.242 -0.334
K -3.877 0.291 -1.290
K 3.105 -1.422 2.036
C 0.697 0.556 0.107
F 0.983 1.135 -1.062
F 1.862 0.331 0.689
F -0.133 1.342 0.741
S -0.126 -1.078 -0.403
O -1.511 -0.722 -0.565
O 0.544 -1.580 -1.598
N 0.377 -2.030 1.017
S -0.941 -2.267 1.770
O -1.534 -1.091 2.366
O -1.834 -3.129 1.038
C -0.499 -3.455 3.226
F 0.172 -4.490 2.716
F 0.204 -2.793 4.145
F -1.583 -3.913 3.810
C 4.429 -6.329 0.613
F 3.120 -6.330 0.829
F 5.067 -7.157 1.419
F 4.709 -6.687 -0.625
S 4.930 -4.523 0.868
O 4.378 -4.173 2.143
O 6.373 -4.627 0.793
N 3.907 -3.815 -0.302
S 4.913 -3.017 -1.112
O 5.747 -2.120 -0.351
O 5.524 -3.824 -2.164
C 3.813 -1.815 -2.114
F 3.224 -0.969 -1.241
F 4.535 -1.104 -2.960
F 2.911 -2.488 -2.832
C -3.749 1.540 2.057
O -4.429 0.550 1.291
C -5.068 -0.405 2.096
C -5.628 -1.559 1.260
O -4.614 -2.137 0.427
C -4.977 -3.127 -0.488
C -5.830 -2.682 -1.662
O -5.395 -1.572 -2.468
C -6.172 -1.493 -3.646
H -4.433 2.368 2.255
H -2.936 1.900 1.424
H -3.298 1.171 2.977
H -5.871 0.037 2.696
H -4.430 -0.879 2.850
H -6.387 -1.271 0.521
H -6.198 -2.211 1.928
H -5.511 -3.977 -0.037
H -4.198 -3.770 -0.908
H -6.877 -2.566 -1.352
H -5.974 -3.588 -2.264
H -6.317 -2.398 -4.233
H -5.844 -0.643 -4.247
H -7.165 -1.129 -3.350
C 2.035 5.892 3.034
O 2.729 6.181 1.826
C 3.815 5.380 1.499
C 4.379 5.647 0.085
O 3.344 5.502 -0.867
C 2.973 4.160 -1.161
C 2.030 4.113 -2.369
O 0.911 4.960 -2.252
C 0.093 4.877 -3.418
H 1.634 4.880 2.976
H 1.241 6.630 3.128
H 2.729 6.104 3.852
H 3.659 4.290 1.534
H 4.564 5.566 2.282
H 5.256 5.032 -0.119
H 4.588 6.717 0.126
H 2.552 3.720 -0.252
H 3.896 3.641 -1.436
H 1.743 3.082 -2.589
H 2.678 4.536 -3.147
H 0.663 4.433 -4.240
H -0.265 5.879 -3.631
H -0.727 4.152 -3.363
```

=====

(6)
Below is a 4-piece molecular cluster, C16H28FO7PS3 overall at a distorted geometry, with properties calculated with ωB97M-V/def2-TZVPD.

Output
Relative energy (zero: lowest compared OMol25 entry of this formula, charge and spin), kJ/mol: 218.2
SMILES: O=S1(=O)CCCC1.O=S1(=O)CCCC1.O=S1(=O)CCCC1.C#CPCC(=O)F
DFT total energy, eV: -75885.3603
Lowest unoccupied orbital energy, eV: 0.4

```
56
C16H28FO7PS3 | OMol25 | ωB97M-V/def2-TZVPD
O 3.470 2.066 0.530
S 2.469 1.267 1.201
O 2.295 1.292 2.637
C 0.892 1.569 0.425
C 0.827 0.549 -0.704
C 1.356 -0.758 -0.114
C 2.635 -0.429 0.657
H 0.839 2.600 0.076
H 0.113 1.382 1.169
H -0.191 0.439 -1.086
H 1.468 0.867 -1.533
H 0.610 -1.177 0.572
H 1.544 -1.505 -0.889
H 2.760 -1.077 1.526
H 3.517 -0.493 0.015
O -4.181 0.913 1.770
S -3.178 0.024 2.309
O -2.386 -0.848 1.467
C -2.082 0.971 3.349
C -2.737 0.928 4.723
C -3.209 -0.515 4.912
C -3.917 -0.938 3.624
H -1.976 1.982 2.956
H -1.112 0.467 3.359
H -2.041 1.233 5.509
H -3.597 1.605 4.750
H -2.343 -1.162 5.087
H -3.872 -0.613 5.776
H -3.776 -2.001 3.418
H -4.982 -0.704 3.656
O -1.380 -4.998 -1.881
S -1.679 -3.672 -2.372
O -0.715 -2.885 -3.111
C -3.198 -3.743 -3.303
C -4.287 -3.513 -2.264
C -3.776 -2.380 -1.372
C -2.322 -2.695 -1.019
H -3.282 -4.707 -3.807
H -3.178 -2.935 -4.038
H -5.242 -3.261 -2.732
H -4.432 -4.418 -1.665
H -3.825 -1.433 -1.921
H -4.385 -2.269 -0.471
H -1.728 -1.786 -0.913
H -2.253 -3.293 -0.107
C 3.747 3.694 -4.179
C 4.261 3.799 -2.959
P 5.240 3.789 -1.310
C 7.047 4.215 -1.848
C 7.336 3.347 -3.202
O 7.112 3.786 -4.361
F 7.908 2.006 -3.042
H 3.716 3.688 -5.339
H 5.260 2.457 -0.771
H 7.774 3.946 -1.000
H 7.070 5.323 -2.161
```

=====

(7)
Below is C16H28N4O2 in the gas phase at a distorted geometry, with properties calculated with ωB97M-V/def2-TZVPD.

Output
Relative energy (zero: lowest compared OMol25 entry of this formula, charge and spin), kJ/mol: 0.0
SMILES: CC1(C)C[C@@H](NC(=O)N2CC2)C[C@@](C)(CNC(=O)N2CC2)C1
DFT total energy, eV: -27100.2093
Lowest unoccupied orbital energy, eV: 0.7

```
50
C16H28N4O2 | OMol25 | ωB97M-V/def2-TZVPD
C 0.027 -2.345 -4.171
C 0.152 -2.760 -2.679
C 0.435 -4.253 -2.663
C 1.331 -1.972 -1.989
C 1.425 -2.056 -0.451
N 1.717 -0.677 -0.043
C 2.398 -0.443 1.097
O 2.937 -1.353 1.754
N 2.434 0.860 1.583
C 3.647 1.413 2.034
C 2.444 1.132 2.966
C 0.195 -2.591 0.209
C -1.127 -2.175 -0.494
C -2.326 -2.892 0.195
C -1.362 -0.610 -0.418
N -1.414 -0.163 0.943
C -1.046 1.095 1.426
O -0.501 1.876 0.709
N -1.447 1.430 2.724
C -1.148 2.667 3.317
C -2.578 2.241 2.933
C -1.175 -2.471 -2.037
H 1.001 -2.422 -4.651
H -0.659 -3.021 -4.699
H -0.323 -1.310 -4.341
H -0.295 -4.826 -3.245
H 0.348 -4.675 -1.670
H 1.434 -4.444 -3.019
H 2.248 -2.335 -2.412
H 1.230 -0.923 -2.291
H 2.268 -2.739 -0.159
H 1.145 0.072 -0.387
H 3.887 2.448 1.740
H 4.507 0.751 2.018
H 2.513 0.322 3.692
H 1.819 1.959 3.273
H 0.216 -2.329 1.268
H 0.301 -3.672 0.139
H -3.285 -2.544 -0.216
H -2.267 -2.759 1.313
H -2.284 -3.959 -0.018
H -0.585 -0.102 -1.017
H -2.323 -0.362 -0.920
H -1.737 -0.831 1.643
H -0.956 2.751 4.393
H -0.650 3.481 2.781
H -3.284 1.933 3.676
H -3.068 2.739 2.077
H -1.869 -3.273 -2.221
H -1.642 -1.618 -2.562
```

=====

(8)
Below is an isolated ion of composition C16H28NO2S and charge +1, with properties calculated with ωB97M-V/def2-TZVPD.

Output
Relative energy (zero: lowest compared OMol25 entry of this formula, charge and spin), kJ/mol: 17.7
SMILES: CCCCCSc1cc(OC)c(CC[NH2+]C)cc1OC
Total charge: +1
DFT total energy, eV: -33460.0931
Lowest unoccupied orbital energy, eV: -2.8

```
48
C16H28NO2S | OMol25 | ωB97M-V/def2-TZVPD
C -1.212 4.565 -1.573
C -0.483 3.560 -0.690
C -0.439 4.027 0.763
C 0.124 2.994 1.741
C 1.627 2.777 1.652
S 2.174 1.785 0.217
C 1.202 0.318 0.267
C 0.766 -0.166 -0.956
C 0.055 -1.350 -1.071
O -0.378 -1.824 -2.314
C 0.114 -1.198 -3.487
C -0.271 -2.075 0.074
C -1.011 -3.398 0.168
C -1.639 -4.008 -1.079
N -2.578 -3.082 -1.770
C -3.655 -2.530 -0.935
C 0.168 -1.576 1.303
C 0.915 -0.415 1.432
O 1.401 0.055 2.602
C 1.179 -0.672 3.789
H -2.239 4.699 -1.238
H -1.228 4.230 -2.607
H -0.714 5.531 -1.536
H 0.531 3.425 -1.066
H -0.991 2.591 -0.742
H 0.149 4.944 0.830
H -1.457 4.269 1.079
H -0.395 2.041 1.606
H -0.084 3.337 2.758
H 2.005 2.288 2.547
H 2.151 3.723 1.512
H 1.013 0.419 -1.825
H -0.280 -0.185 -3.595
H -0.231 -1.814 -4.316
H 1.204 -1.172 -3.488
H -1.772 -3.303 0.947
H -0.295 -4.140 0.534
H -0.862 -4.274 -1.795
H -2.180 -4.912 -0.790
H -2.986 -3.567 -2.574
H -1.934 -2.323 -2.128
H -3.235 -1.885 -0.167
H -4.216 -3.335 -0.461
H -4.335 -1.942 -1.548
H -0.066 -2.152 2.184
H 1.605 -1.677 3.727
H 0.114 -0.733 4.029
H 1.690 -0.114 4.571
```